A:
Molecular formula: C5H14N2O
Method: DFT, ωB97M-V/def2-TZVPD

Summary:
HOMO: -18.0 eV
LUMO: -8.03 eV
charge: +2

Each line ends with the Mulliken charge.
Cartesian coordinates (Å):
C 1.162 0.704 -0.753  -0.62
C 0.478 -0.643 -0.272  -0.63
C -0.429 -0.454 0.896  -0.41
C -0.390 -1.071 2.075  -0.15
N -1.530 -0.902 2.936  0.01
C -1.561 -1.060 4.200  -0.09
N 1.599 0.659 -2.186  -0.18
H 0.487 1.541 -0.579  0.40
H 2.016 0.868 -0.100  0.35
H -0.036 -0.960 -1.182  0.38
H 1.348 -1.285 -0.129  0.39
H -1.098 0.369 0.654  0.33
H 0.219 -1.943 2.271  0.38
H -2.387 -0.616 2.493  0.33
H -2.492 -0.986 4.752  0.28
H -0.700 -1.391 4.772  0.29
H 0.815 1.157 -2.682  0.23
H 2.428 1.210 -2.359  0.38
H 1.734 -0.276 -2.575  0.36
H -0.351 2.419 -4.392  0.33
H -0.892 0.950 -4.086  0.33
O -0.418 1.711 -3.752  -0.69



B:
Molecular formula: C5H14N2O
Method: DFT, ωB97M-V/def2-TZVPD

Summary:
HOMO: -18.4 eV
LUMO: -8.41 eV
charge: +2

Each line ends with the Mulliken charge.
Cartesian coordinates (Å):
C 0.652 0.481 0.839  -1.09
C -0.162 0.025 -0.372  -0.29
C -0.935 1.158 -1.003  0.30
C -1.174 2.364 -0.528  -0.94
C -2.149 -0.317 -2.538  -0.16
N -1.586 0.785 -2.260  0.02
N 1.834 -0.369 1.159  -0.25
H 0.021 0.565 1.727  0.43
H 0.934 1.518 0.796  0.49
H 0.562 -0.416 -1.065  0.39
H -0.883 -0.739 -0.079  0.45
H -0.832 2.676 0.448  0.28
H -1.711 3.069 -1.153  0.32
H -2.563 -1.034 -1.828  0.30
H -2.589 -0.519 -3.513  0.29
H -1.387 1.406 -3.045  0.33
H 1.764 -1.301 0.749  0.38
H 1.971 -0.488 2.168  0.35
H 2.693 0.028 0.782  0.36
H 2.405 -2.991 3.435  0.34
H 1.354 -3.342 2.453  0.32
O 1.779 -2.559 2.829  -0.64



C:
Molecular formula: C5H14N2O
Method: DFT, ωB97M-V/def2-TZVPD

Summary:
HOMO: -19.3 eV
LUMO: -8.45 eV
charge: +2

Each line ends with the Mulliken charge.
Cartesian coordinates (Å):
C 0.114 -0.514 0.712  -0.03
C 0.864 0.815 -1.210  -0.75
C -0.705 -1.095 -1.641  -0.91
C -1.396 0.873 -0.283  -0.89
C 1.243 0.443 2.423  -0.29
N -0.115 -1.718 1.060  -0.11
N -0.231 -0.021 -0.638  -0.07
O 1.287 1.724 2.175  -0.34
H 0.527 1.259 -2.151  0.41
H 1.268 1.598 -0.551  0.32
H 1.687 0.149 -1.337  0.44
H -1.093 -0.635 -2.541  0.36
H 0.019 -2.001 -1.830  0.36
H -1.430 -1.628 -1.084  0.48
H -1.089 1.596 0.426  0.39
H -1.616 1.392 -1.173  0.49
H -2.209 0.224 0.087  0.37
H 2.167 -0.089 2.215  0.41
H 0.778 0.159 3.416  0.42
H 0.025 -2.049 1.984  0.29
H -0.738 -2.378 0.482  0.24
H 0.592 2.185 2.742  0.40



Name the least stable of them. C.



A:
Molecular formula: C3H5ClS
Method: DFT, ωB97M-V/def2-TZVPD

Summary:
HOMO (spin up / spin down): -8.1 / -8.3 eV
LUMO (spin up / spin down): 0.15 / -0.22 eV

Each line ends with the Mulliken charge.
Cartesian coordinates (Å):
C 1.592 -0.215 -0.263  -0.34
C 0.620 0.871 -0.256  -0.33
C -2.370 -0.001 0.826  -0.56
S 2.131 1.430 0.338  -0.11
Cl -3.397 0.842 -0.189  -0.11
H 1.540 -0.952 0.529  0.22
H 2.053 -0.579 -1.175  0.26
H 0.115 1.310 -1.096  0.30
H -1.868 0.547 1.600  0.35
H -2.026 -0.966 0.509  0.32



B:
Molecular formula: C3H5ClS
Method: DFT, ωB97M-V/def2-TZVPD

Summary:
HOMO: -9.0 eV
SMILES: C[C@@H](Cl)C=S
LUMO: -0.66 eV

Each line ends with the Mulliken charge.
Cartesian coordinates (Å):
C 0.916 0.750 0.000  -1.00
C -0.096 -0.304 -0.417  0.42
C -1.243 -0.484 0.384  -0.49
H 1.751 0.538 1.006  0.27
H 1.544 0.730 -1.026  0.27
H 0.574 1.857 0.137  0.30
H -0.331 0.026 -1.474  0.33
H -0.996 -0.474 1.573  0.23
S -2.826 -0.785 -0.129  -0.18
Cl 0.708 -1.854 -0.053  -0.16



Name the least stable of them. A.



A:
Molecular formula: C4H4O2S2
Method: DFT, ωB97M-V/def2-TZVPD

Summary:
HOMO: -9.0 eV
SMILES: O=C(O)[C@H]1CC(=S)S1
LUMO: -0.21 eV

Each line ends with the Mulliken charge.
Cartesian coordinates (Å):
C 1.208 0.579 0.827  0.46
C 0.516 -0.602 0.155  0.00
C -1.063 -0.458 0.033  -0.80
C -1.100 -0.524 -1.480  0.25
H 1.254 2.371 1.203  0.37
H 0.945 -1.504 0.601  0.48
H -1.413 0.527 0.293  0.32
H -1.562 -1.312 0.454  0.32
O 0.682 1.766 0.626  -0.44
O 2.191 0.405 1.535  -0.58
S -2.304 -0.583 -2.521  -0.28
S 0.646 -0.666 -1.727  -0.10



B:
Molecular formula: C4H4O2S2
Method: DFT, ωB97M-V/def2-TZVPD

Summary:
HOMO: -8.8 eV
LUMO: -1.06 eV

Each line ends with the Mulliken charge.
Cartesian coordinates (Å):
C 0.749 -1.383 -1.464  0.08
C -0.067 1.122 0.291  0.07
C 0.497 -1.625 -0.088  0.29
C -0.823 -0.097 0.709  -0.42
O 0.314 -1.907 -2.475  -0.45
O 0.807 1.722 0.878  -0.50
S 0.899 -2.608 1.006  -0.25
S -1.046 -0.578 2.340  -0.09
H 1.353 -0.530 -1.518  0.37
H -0.528 1.534 -0.603  0.39
H -1.642 -0.303 -0.060  0.36
H 0.237 -0.192 2.472  0.17



C:
Molecular formula: C4H4O2S2
Method: DFT, ωB97M-V/def2-TZVPD

Summary:
HOMO: -9.3 eV
SMILES: S=CO/C=C\OC=S
LUMO: -0.04 eV

Each line ends with the Mulliken charge.
Cartesian coordinates (Å):
C 1.578 -0.006 0.363  0.02
C 0.603 2.036 -0.271  -0.18
C -0.606 2.026 0.275  -0.18
C -1.570 -0.005 -0.358  0.01
H 1.289 0.374 1.352  0.32
H 1.110 2.951 -0.531  0.41
H -1.118 2.952 0.507  0.40
H -1.273 0.337 -1.339  0.34
O 1.300 0.897 -0.613  -0.33
O -1.304 0.894 0.610  -0.32
S 2.272 -1.414 0.077  -0.25
S -2.273 -1.414 -0.078  -0.25



Name the least stable of them. B.



A:
Molecular formula: C3H9N2O2
Method: DFT, ωB97M-V/def2-TZVPD

Summary:
HOMO: -4.1 eV
LUMO: 4.36 eV
charge: -1

Each line ends with the Mulliken charge.
Cartesian coordinates (Å):
N -3.228 0.362 -1.068  -0.49
C -1.889 0.097 -0.677  0.62
O -1.740 -0.287 0.508  -0.72
O -1.007 0.311 -1.543  -0.74
H -3.930 0.028 -0.432  0.20
H -3.438 0.373 -2.049  0.19
C 1.435 -1.302 0.467  -0.70
N 2.229 -0.079 0.402  -0.44
C 1.463 1.101 0.786  -0.67
H 1.229 -1.558 1.508  0.23
H 0.479 -1.205 -0.054  0.20
H 2.011 -2.112 0.013  0.33
H 2.582 0.036 -0.537  0.27
H 0.455 1.092 0.357  0.15
H 1.980 2.000 0.444  0.34
H 1.370 1.142 1.875  0.24



B:
Molecular formula: C3H9N2O2
Method: DFT, ωB97M-V/def2-TZVPD

Summary:
HOMO: -3.7 eV
LUMO: 4.08 eV
charge: -1

Each line ends with the Mulliken charge.
Cartesian coordinates (Å):
C 0.259 -2.213 1.250  0.02
N 1.217 -1.788 0.424  -0.32
O 0.417 -2.848 2.291  -0.68
H -0.744 -1.973 0.866  0.31
H 2.154 -2.016 0.717  0.15
H 0.938 -1.069 -0.377  0.44
C 0.219 1.136 -0.713  -0.29
O 0.303 -0.097 -1.296  -0.87
C -1.005 1.905 -1.224  -0.30
N -1.172 3.198 -0.545  -0.62
H 0.132 1.095 0.401  0.13
H 1.102 1.780 -0.912  0.13
H -0.869 2.081 -2.293  0.27
H -1.877 1.249 -1.109  0.23
H -1.937 3.725 -0.940  0.20
H -1.405 3.085 0.435  0.21



Name the least stable of them. B.